# 1
20
Properties=species:S:1:pos:R:3:forces:R:3 method="wB97M-V/def2-TZVPD" spin_multiplicity=1 molar_mass_g_mol=123.22 smiles=CCNCCS.O homo_lumo_gap_ha=0.352 relative_energy_kcal_mol=17.2
S 1.539613 0.367937 1.381193 -0.100 -0.289 -0.275
O 0.730307 2.474114 -1.136314 0.307 -0.396 -0.191
N -0.545787 -1.415722 -0.308632 -0.550 -0.006 -0.542
C -0.285112 0.132926 1.664080 1.528 0.367 0.371
C -1.441283 -0.637051 -1.159533 0.633 -0.373 -0.733
C -0.717464 -1.207167 1.102000 -0.505 0.239 -0.086
C -1.093589 -0.900045 -2.636743 0.140 1.269 0.289
H 0.594560 1.927738 -1.918777 -0.192 0.190 -0.105
H -0.235418 -2.012560 1.640897 0.399 -0.054 0.191
H 1.499956 2.041402 -0.735635 -0.225 0.217 0.294
H -1.892308 -0.572727 -3.299519 -0.229 -0.230 0.033
H -0.336324 0.085886 2.739570 -0.416 0.084 0.395
H 1.833062 0.982293 2.528116 -0.062 0.065 0.087
H -2.454655 -0.975065 -0.955474 -0.180 0.236 0.146
H -0.271440 -0.215644 -2.889993 0.177 -0.431 -0.093
H -0.744916 1.053453 1.311625 -0.434 -0.373 -0.228
H -0.804434 -1.916682 -2.851584 -0.033 -0.337 0.033
H 0.402748 -1.364543 -0.651571 0.184 0.051 0.327
H -1.329713 0.453779 -1.025247 -0.411 -0.221 0.304
H -1.781559 -1.318878 1.344723 -0.033 -0.010 -0.219

=====

# 2
20
Properties=species:S:1:pos:R:3:forces:R:3 method="wB97M-V/def2-TZVPD" spin_multiplicity=1 molar_mass_g_mol=123.22 smiles=C[C@@H](N)CCS.O homo_lumo_gap_ha=0.358 relative_energy_kcal_mol=52.1
S -0.437621 0.409801 -2.100115 1.435 1.846 0.234
O -0.899321 3.120051 -4.458339 -2.023 0.802 1.648
N 1.350284 0.516197 1.598634 1.481 -2.195 -0.593
C -0.914078 0.445623 -0.343931 0.260 -1.976 -0.921
C 0.288338 -0.640557 1.599681 2.035 2.165 2.464
C 1.006249 -1.911037 2.019935 -1.248 -2.401 1.668
C -0.344527 -0.893104 0.263359 -3.120 2.155 1.933
H -0.988166 2.207886 -4.239248 -0.417 -1.083 0.777
H -1.985872 0.590163 -0.272793 -0.326 -0.685 -0.125
H -0.238216 3.082958 -5.081413 2.449 0.345 -2.371
H -1.452428 -0.307707 -2.261593 -2.080 -1.800 -1.198
H 1.955960 0.644384 2.424881 -0.124 -1.884 -0.218
H 1.827459 -2.232680 1.300911 -1.378 0.279 0.707
H 0.389155 -1.359676 -0.302198 1.088 -0.585 -1.609
H 0.151015 -2.763865 2.249846 2.190 1.779 -1.263
H -0.349055 -0.179431 2.385878 -0.611 -1.443 -0.495
H 1.458062 -1.895264 3.035507 -0.025 0.561 -0.638
H -1.225594 -1.595512 0.409851 1.166 0.606 -0.163
H 1.009270 1.411309 1.709945 -2.209 2.258 -0.798
H -0.600915 1.350461 0.061202 1.457 1.255 0.961

=====

# 3
21
Properties=species:S:1:pos:R:3:forces:R:3 method="wB97M-V/def2-TZVPD" spin_multiplicity=1 molar_mass_g_mol=155.29 smiles=CNCCCSS.O homo_lumo_gap_ha=0.332 relative_energy_kcal_mol=27.2
S 1.878465 -3.335655 0.604884 0.332 0.269 0.551
S 0.089006 -3.374860 -0.357623 -0.166 -0.519 -0.429
O -0.134837 2.310656 -3.122731 0.403 0.210 -0.283
N 0.615644 0.930057 0.293970 -0.661 -0.363 -0.176
C -0.784022 -1.006724 0.982203 1.745 0.479 -0.412
C -0.566991 -1.703617 -0.370770 0.047 -0.001 1.129
C 0.398764 -0.089323 1.315570 0.867 0.394 0.868
C -0.499462 1.908089 0.212361 1.610 -1.239 0.475
H -1.557593 -0.276763 0.837563 -1.132 -0.296 0.365
H 0.271716 0.408722 2.281924 -0.870 0.134 0.274
H -0.913459 -1.692844 1.813495 -0.529 -0.025 -0.041
H 0.119690 -1.084247 -0.945270 -0.470 0.060 -0.459
H -1.322895 1.350127 -0.224893 -0.301 0.701 -0.322
H -0.771283 2.274574 1.207408 -0.196 0.175 -0.040
H 0.419174 2.146826 -2.356212 0.059 -0.166 0.049
H -1.013295 2.065979 -2.847661 -0.432 -0.136 0.149
H 1.487270 1.399571 0.438295 0.335 0.197 0.189
H -0.065568 2.693641 -0.388403 -0.767 0.511 -0.275
H 2.568857 -2.438120 -0.128151 -0.095 -0.196 -0.233
H 1.327343 -0.604236 1.568807 0.066 -0.423 -0.861
H -1.546525 -1.881851 -0.814766 0.155 0.235 -0.517

=====

# 4
19
Properties=species:S:1:pos:R:3:forces:R:3 method="wB97M-V/def2-TZVPD" charge=+1 spin_multiplicity=1 molar_mass_g_mol=106.13 homo_lumo_gap_ha=0.374 relative_energy_kcal_mol=63.2
P -1.660582 0.979487 0.261328 0.890 -2.325 0.213
N 1.950089 -0.511726 -0.412791 1.145 -0.183 -0.694
C -3.010320 1.063833 1.337457 -0.508 0.980 1.799
C -0.688562 -0.524644 0.324468 0.362 -0.293 -0.821
C 2.942400 -0.891735 0.249361 -0.548 -0.242 3.462
C 1.942650 -0.446369 -1.853858 2.514 -2.103 -0.638
H -2.601689 1.305846 2.309394 0.280 -0.345 0.609
H -1.124173 -1.302455 -0.402639 0.589 1.196 1.206
H 0.931413 -0.238452 -2.078398 -0.830 0.232 -1.203
H 2.692084 0.216514 -2.291054 -0.479 0.713 0.254
H 3.986497 -1.099639 -0.037381 -0.574 -0.029 -0.389
H -3.580676 0.146139 1.447271 -0.156 0.093 -0.374
H -0.855143 2.065243 0.458552 0.243 0.719 -0.124
H -3.582470 1.978055 1.181401 -0.485 -0.302 -0.557
H -2.242974 0.967022 -0.944978 -0.147 0.515 -1.600
H 2.666389 -1.030402 1.386573 1.117 0.322 -2.021
H 0.475199 -0.298599 0.037470 -1.645 -0.459 0.277
H 2.349546 -1.442933 -2.310967 -1.390 1.381 0.822
H -0.589678 -0.935184 1.338792 -0.378 0.129 -0.221

=====

# 5
19
Properties=species:S:1:pos:R:3:forces:R:3 method="wB97M-V/def2-TZVPD" spin_multiplicity=1 molar_mass_g_mol=107.22 smiles=CCN.CSC homo_lumo_gap_ha=0.354 relative_energy_kcal_mol=15.5
S 1.836661 -3.858924 -1.357428 0.207 -0.733 0.513
N -2.670789 4.810221 0.598528 0.092 0.190 0.693
C 3.543280 -3.207099 -1.430058 0.002 -0.773 0.068
C -3.195843 4.981235 1.982914 -0.718 0.296 -1.143
C -3.555882 6.430430 2.322616 0.269 0.109 -0.152
C 2.200242 -5.613911 -0.866007 -0.560 1.142 -0.675
H 1.390747 -6.248289 -1.232598 0.219 0.072 -0.098
H 2.249715 -5.703208 0.209586 0.365 -0.052 0.156
H -2.260960 5.678137 0.276592 0.211 -0.001 0.027
H -3.457533 4.647813 -0.009240 -0.080 -0.080 -0.208
H -2.542980 4.533682 2.727030 0.199 0.002 -0.054
H -2.735473 7.146035 2.178079 0.200 -0.388 0.195
H 3.779483 -3.135937 -2.489882 0.123 0.853 0.130
H -4.137907 4.419452 1.950188 0.229 -0.094 0.570
H 3.126752 -5.777458 -1.403248 0.076 -0.723 0.306
H -3.894639 6.512959 3.357752 -0.115 0.095 -0.114
H -4.319073 6.792556 1.631782 -0.287 -0.129 0.187
H 3.563339 -2.317224 -0.806670 0.199 0.332 -0.599
H 4.326987 -3.872900 -1.036790 -0.632 -0.119 0.200

=====

# 6
19
Properties=species:S:1:pos:R:3:forces:R:3 method="wB97M-V/def2-TZVPD" charge=+1 spin_multiplicity=2 molar_mass_g_mol=107.22 homo_lumo_gap_ha="0.371 / 0.255" relative_energy_kcal_mol=30.9
S -1.633367 -0.283463 0.305905 0.040 -1.172 -0.225
N 1.228272 -1.053088 0.025890 0.470 -3.528 -0.938
C -2.614185 1.088642 0.455793 -3.716 2.878 -0.628
C 1.543065 -0.124238 -1.072840 2.807 1.391 1.016
C -1.927376 2.414967 0.744409 4.027 -0.482 -0.230
C 1.943058 -2.384193 -0.204165 -1.330 -1.466 1.206
H 0.219542 -1.304051 0.020419 0.687 0.786 0.382
H 1.673152 -3.108202 0.612928 1.204 1.331 0.382
H -1.003121 2.539882 0.058047 -1.652 -0.086 0.404
H 2.618837 0.254815 -0.876337 -1.649 -0.655 -0.375
H 2.975311 -2.176016 -0.417629 0.367 -0.347 0.236
H 1.556389 -0.564084 -2.075666 -0.600 -0.113 0.519
H -3.328106 0.911585 1.318909 0.486 -0.234 -0.848
H -1.334234 2.308216 1.688555 -1.006 0.326 -0.231
H -3.379394 1.264853 -0.456586 1.666 -0.903 1.738
H -2.462102 3.350238 0.706611 -0.609 -0.116 0.099
H 1.479226 -3.074010 -0.907886 -0.101 1.180 -1.345
H 0.913885 0.718670 -0.896568 -0.596 0.632 -0.619
H 1.531148 -0.780524 0.970212 -0.495 0.580 -0.544